# 1
Below is a cluster of 13 separate species, H26O13 in total at a distorted geometry, with properties calculated with wB97M-V/def2-TZVPD.

- ΔE to the lowest compared entry with this formula, charge and spin: 77.56 kcal/mol
- M: 234.195 g/mol
- Kohn-Sham gap: 8.7798 eV
- E_HOMO: -9.6 eV
- Net charge: 0

Element x y z (Å)
O: 16.34 -0.63 6.76
H: 17.03 -1.32 6.56
H: 16.72 0.23 6.57
O: 14.80 -3.77 3.59
H: 15.66 -3.95 3.88
H: 14.67 -4.46 2.97
O: 14.36 -6.03 5.36
H: 15.11 -6.30 5.86
H: 13.71 -6.12 6.04
O: 15.51 -5.59 1.98
H: 16.13 -5.38 1.29
H: 15.98 -5.62 2.76
O: 16.35 -4.16 7.66
H: 16.62 -3.34 8.03
H: 17.07 -4.72 7.96
O: 17.14 -4.41 4.82
H: 16.72 -4.59 5.66
H: 17.70 -3.56 4.79
O: 19.25 -4.83 7.59
H: 20.17 -4.71 7.80
H: 19.17 -4.47 6.71
O: 17.34 -7.02 3.47
H: 17.07 -7.91 3.69
H: 17.16 -6.58 4.31
O: 18.22 -1.89 4.99
H: 17.84 -1.03 4.66
H: 18.97 -1.69 5.47
O: 16.77 -7.32 6.22
H: 17.69 -7.20 5.99
H: 16.68 -8.28 6.08
O: 13.43 -3.53 6.18
H: 13.95 -4.15 5.69
H: 13.69 -3.76 7.07
O: 19.03 -4.44 2.29
H: 19.61 -4.73 3.02
H: 18.16 -4.27 2.60
O: 20.35 -1.90 2.96
H: 20.54 -1.68 3.92
H: 20.00 -2.80 3.03


# 2
Below is a cluster of 13 separate species, H26O13 in total at a distorted geometry, with properties calculated with wB97M-V/def2-TZVPD.

- ΔE to the lowest compared entry with this formula, charge and spin: 156.59 kcal/mol
- M: 234.195 g/mol
- Kohn-Sham gap: 9.1656 eV
- E_HOMO: -10.0 eV
- Net charge: 0

Element x y z (Å)
O: 1.16 -2.58 0.57
H: 1.35 -1.81 1.25
H: 0.53 -3.13 1.03
O: -2.00 -0.19 1.80
H: -2.48 -0.40 2.63
H: -1.37 0.27 2.24
O: 0.55 0.27 -0.62
H: 0.31 -0.68 -0.12
H: 0.27 0.86 0.12
O: -2.17 2.37 -1.85
H: -1.70 2.45 -0.98
H: -1.54 1.85 -2.39
O: 2.08 -0.33 2.30
H: 2.87 0.20 2.51
H: 1.37 0.23 2.25
O: 1.98 1.52 -3.15
H: 2.27 0.86 -3.64
H: 1.86 1.17 -2.34
O: -0.64 0.86 -3.62
H: -0.74 0.12 -3.26
H: 0.20 0.96 -3.36
O: -0.44 -2.45 2.78
H: -0.74 -3.33 2.20
H: -0.51 -1.81 2.15
O: -0.13 1.16 2.42
H: -0.40 1.05 3.42
H: -0.52 1.93 1.85
O: -0.90 -1.83 -2.49
H: -0.23 -2.56 -2.67
H: -1.39 -2.05 -1.73
O: 3.85 0.43 -0.78
H: 3.15 1.12 -0.88
H: 3.50 -0.38 -0.94
O: -1.41 -1.98 -0.30
H: -1.60 -2.93 -0.13
H: -1.76 -1.43 0.46
O: -1.36 3.12 0.82
H: -1.05 3.85 1.39
H: -2.22 3.24 1.05


# 3
Below is a cluster of 13 separate species, H26O13 in total at a distorted geometry, with properties calculated with wB97M-V/def2-TZVPD.

- ΔE to the lowest compared entry with this formula, charge and spin: 51.95 kcal/mol
- M: 234.195 g/mol
- Kohn-Sham gap: 10.3791 eV
- E_HOMO: -10.8 eV
- Net charge: 0

Element x y z (Å)
O: -3.27 -0.59 -0.88
H: -2.91 -0.15 -1.67
H: -2.64 -1.27 -0.68
O: -0.15 -1.12 3.01
H: -0.13 -0.85 2.09
H: 0.50 -1.82 3.03
O: -0.79 2.79 1.36
H: -0.03 2.88 1.90
H: -0.60 3.46 0.71
O: -0.03 0.19 0.63
H: -0.33 1.07 0.88
H: -0.46 -0.08 -0.19
O: -3.37 2.71 0.13
H: -2.60 2.72 0.71
H: -3.09 2.25 -0.68
O: 1.12 -2.84 0.77
H: 1.73 -2.13 0.57
H: 1.44 -3.12 1.60
O: 2.28 1.85 -1.00
H: 2.02 0.93 -0.81
H: 3.18 1.60 -1.26
O: -1.16 -2.54 -2.91
H: -1.99 -2.87 -2.65
H: -1.15 -1.66 -2.61
O: -1.33 -2.29 -0.05
H: -0.55 -2.75 0.14
H: -1.80 -2.23 0.77
O: 1.89 3.15 1.40
H: 1.90 2.57 0.63
H: 1.98 4.08 1.14
O: 1.74 -1.34 -1.76
H: 2.20 -0.98 -2.57
H: 0.89 -0.98 -1.98
O: -0.69 0.11 -2.30
H: -1.13 0.97 -2.49
H: -0.36 -0.10 -3.19
O: 2.54 -0.77 2.50
H: 3.36 -0.59 3.02
H: 1.79 -0.26 2.70


# 4
Below is a cluster of 13 separate species, H26O13 in total at a distorted geometry, with properties calculated with wB97M-V/def2-TZVPD.

- ΔE to the lowest compared entry with this formula, charge and spin: 113.16 kcal/mol
- M: 234.195 g/mol
- Kohn-Sham gap: 9.1299 eV
- E_HOMO: -9.7 eV
- Net charge: 0

Element x y z (Å)
H: -0.09 0.30 0.66
H: 0.75 -0.67 1.55
H: -0.10 3.02 -1.14
H: 1.12 2.72 -0.47
H: 1.73 -1.67 -2.06
H: 1.56 -0.05 -1.95
H: -5.18 0.84 0.18
H: -4.04 1.82 -0.19
H: -0.55 1.37 2.51
H: -0.84 -0.03 2.78
H: 4.28 0.02 -1.05
H: 4.11 -0.30 -2.66
H: -2.14 3.45 -2.88
H: -2.57 1.87 -2.72
H: 1.46 -1.88 3.53
H: 0.30 -3.03 3.31
H: -0.02 -3.53 -0.70
H: -0.96 -4.58 -1.35
H: 0.61 3.00 1.48
H: 1.60 3.97 1.87
H: 3.94 -0.33 0.99
H: 4.29 1.11 1.04
H: -1.73 -1.11 -0.92
H: -2.65 -1.65 -1.87
H: -3.06 -2.50 -0.42
H: -2.77 -1.67 0.87
O: 0.01 -0.61 0.88
O: 0.30 2.28 -0.76
O: 2.14 -0.78 -1.71
O: -4.61 1.56 0.49
O: -0.49 0.71 3.26
O: 4.66 -0.44 -1.82
O: -1.99 2.48 -3.18
O: 0.48 -2.07 3.36
O: -0.26 -3.93 -1.49
O: 0.86 3.93 1.29
O: 4.69 0.28 0.70
O: -1.78 -1.40 -1.86
O: -3.06 -2.53 0.47


# 5
Below is a cluster of 13 separate species, H26O13 in total at a distorted geometry, with properties calculated with wB97M-V/def2-TZVPD.

- ΔE to the lowest compared entry with this formula, charge and spin: 65.71 kcal/mol
- M: 234.195 g/mol
- Kohn-Sham gap: 10.1726 eV
- E_HOMO: -10.3 eV
- Net charge: 0

Element x y z (Å)
O: -10.45 -8.80 -8.59
H: -11.27 -8.56 -9.03
H: -10.02 -7.98 -8.67
O: -9.75 -13.40 -8.30
H: -8.96 -12.81 -8.38
H: -9.57 -13.93 -7.48
O: -10.37 -12.03 -10.64
H: -9.90 -11.20 -10.58
H: -9.95 -12.74 -10.09
O: -13.91 -9.79 -10.55
H: -12.98 -9.58 -10.74
H: -13.92 -10.76 -10.47
O: -14.38 -12.47 -10.25
H: -15.05 -13.12 -10.08
H: -13.62 -12.43 -9.64
O: -12.07 -14.81 -9.58
H: -11.78 -14.04 -9.14
H: -11.57 -15.51 -9.12
O: -11.95 -12.87 -12.71
H: -11.60 -12.79 -13.62
H: -11.35 -12.49 -12.05
O: -13.52 -9.65 -7.36
H: -12.89 -9.40 -6.70
H: -13.92 -10.46 -7.05
O: -12.92 -7.36 -8.82
H: -12.96 -8.20 -8.41
H: -12.20 -6.81 -8.36
O: -12.11 -12.01 -8.52
H: -11.54 -12.01 -9.25
H: -12.27 -11.08 -8.45
O: -11.91 -14.12 -6.23
H: -11.74 -13.78 -5.37
H: -12.16 -13.40 -6.80
O: -14.12 -12.41 -6.52
H: -14.46 -12.95 -7.19
H: -14.70 -12.60 -5.81
O: -9.77 -12.04 -6.10
H: -10.53 -11.58 -5.76
H: -9.94 -12.28 -6.99


# 6
Below is a cluster of 13 separate species, H26O13 in total at a distorted geometry, with properties calculated with wB97M-V/def2-TZVPD.

- ΔE to the lowest compared entry with this formula, charge and spin: 201.96 kcal/mol
- M: 234.195 g/mol
- Kohn-Sham gap: 8.4834 eV
- E_HOMO: -8.6 eV
- Net charge: 0

Element x y z (Å)
H: 1.22 -0.02 1.12
H: 0.14 1.01 1.40
H: -1.65 -0.84 -0.40
H: -1.24 -1.43 0.94
H: -2.40 4.99 2.31
H: -2.25 3.53 2.70
H: -0.42 -4.02 1.79
H: -1.13 -5.36 1.82
H: 1.67 1.43 0.00
H: 1.65 2.48 -1.10
H: 1.32 -2.24 -0.04
H: 2.09 -2.00 -1.33
H: 1.22 -0.88 -2.71
H: -0.04 -0.04 -2.68
H: -1.61 -0.35 -2.14
H: -1.80 -1.43 -3.19
H: 4.79 -0.35 -1.67
H: 3.77 -1.07 -2.53
H: 4.28 -2.21 2.18
H: 5.74 -2.11 2.61
H: -3.07 -0.18 1.50
H: -1.65 -0.31 2.00
H: -3.04 3.02 -1.39
H: -2.96 1.55 -1.77
H: -1.81 3.29 0.18
H: -3.13 3.94 0.56
O: 0.28 0.14 1.00
O: -0.87 -1.08 0.12
O: -1.77 4.36 2.69
O: -0.63 -4.76 2.38
O: 1.07 1.89 -0.60
O: 2.21 -2.08 -0.38
O: 0.72 -0.25 -3.24
O: -1.53 -1.30 -2.27
O: 3.88 -0.29 -1.98
O: 5.18 -2.46 1.91
O: -2.16 -0.13 1.21
O: -3.55 2.31 -1.80
O: -2.52 3.24 0.83


# 7
Below is a cluster of 12 separate species, H26O13 in total at a distorted geometry, with properties calculated with wB97M-V/def2-TZVPD.

- ΔE to the lowest compared entry with this formula, charge and spin: 272.26 kcal/mol
- M: 234.195 g/mol
- Kohn-Sham gap: 5.9516 eV
- E_HOMO: -6.3 eV
- Net charge: 0

Element x y z (Å)
H: -1.34 0.04 0.02
H: 0.13 0.31 0.29
H: 0.46 -1.51 4.92
H: -0.02 -0.40 3.99
H: -2.35 2.71 -0.57
H: -2.17 3.46 0.74
H: 2.76 -0.80 -0.71
H: 1.96 0.49 -0.61
H: 1.43 1.66 0.95
H: 1.47 2.48 -0.33
H: 2.16 0.24 -2.83
H: 0.77 0.28 -2.20
H: 1.08 -1.50 1.93
H: 0.59 -2.64 2.80
H: -2.63 0.03 -1.10
H: -3.69 0.39 -2.13
H: 3.28 1.66 2.10
H: 2.75 0.65 1.10
H: 0.11 -3.12 -2.76
H: 0.56 -2.84 -1.33
H: -3.65 -2.83 1.98
H: -3.33 -1.40 1.55
H: -0.82 5.15 0.25
H: -0.63 5.02 -1.25
H: -1.41 -3.53 -2.21
H: -2.43 -3.54 -3.33
O: -0.54 0.39 -0.39
O: 0.67 -0.61 4.63
O: -1.69 2.91 0.11
O: 2.19 -0.22 -1.23
O: 2.00 2.26 0.45
O: 1.39 -0.32 -2.65
O: 1.24 -1.93 2.78
O: -2.93 -0.19 -1.99
O: 3.15 0.71 1.97
O: 0.44 -2.42 -2.19
O: -2.96 -2.29 1.56
O: -0.42 4.59 -0.41
O: -1.91 -2.94 -2.78


# 8
Below is a cluster of 13 separate species, H26O13 in total at a distorted geometry, with properties calculated with wB97M-V/def2-TZVPD.

- ΔE to the lowest compared entry with this formula, charge and spin: 76.39 kcal/mol
- M: 234.195 g/mol
- Kohn-Sham gap: 10.4593 eV
- E_HOMO: -10.8 eV
- Net charge: 0

Element x y z (Å)
O: -3.06 0.26 -2.52
H: -3.70 0.15 -1.75
H: -3.42 -0.55 -2.91
O: -3.65 -0.94 0.33
H: -3.76 -0.53 1.19
H: -2.95 -0.65 -0.24
O: -1.00 2.48 0.55
H: -0.70 3.36 0.45
H: -0.69 1.87 -0.10
O: -2.91 1.63 2.46
H: -2.13 1.50 3.01
H: -2.43 2.07 1.76
O: -1.84 -2.62 -1.19
H: -1.13 -2.02 -1.42
H: -2.21 -2.63 -0.32
O: -0.08 -1.25 1.58
H: 0.02 -0.89 2.46
H: 0.62 -2.02 1.60
O: 1.55 0.02 -0.51
H: 1.04 -0.66 -0.01
H: 2.01 -0.54 -1.17
O: 3.39 1.18 0.91
H: 2.81 0.39 0.61
H: 3.88 1.55 0.20
O: 1.72 1.54 3.81
H: 2.15 1.35 2.95
H: 1.40 2.43 3.63
O: 1.85 2.54 -1.92
H: 1.85 2.83 -1.00
H: 1.36 1.74 -2.06
O: 2.96 -1.98 1.46
H: 3.35 -1.70 2.28
H: 3.62 -2.39 0.91
O: 1.36 -2.40 -2.83
H: 2.13 -1.85 -2.65
H: 0.57 -2.13 -2.30
O: -0.63 -0.57 -2.14
H: -0.97 0.22 -1.71
H: -0.33 -0.32 -3.01